Record 1
The following is a quantum chemistry calculation of a 2-piece molecular cluster, C7H16B2F3O5S overall, from OMol25.

## Properties
charge: -1
multiplicity: 1
LUMO energy: 3.0 eV

Cartesian coordinates (Å):
C -2.557769 2.211637 1.168595
C -3.094792 2.626519 -0.197924
C -2.880240 1.565336 -1.277232
C -1.434357 1.452236 -1.754830
C -1.194459 0.302134 -2.734744
C -1.167711 -1.057449 -2.031702
B 0.090878 -1.412627 -1.174734
B 1.489567 -0.432145 -0.943539
O 2.132852 0.074191 -2.057935
O 1.930671 -0.118400 0.313363
H -1.475693 2.068118 1.156360
H -2.778000 2.963205 1.930140
H -3.004127 1.267592 1.491996
H -2.615524 3.561429 -0.511801
H -4.164860 2.844247 -0.114671
H -3.512647 1.784851 -2.145750
H -3.222096 0.599789 -0.887021
H -1.142979 2.404058 -2.212540
H -0.766887 1.312266 -0.895142
H -0.228955 0.464273 -3.221424
H -1.958548 0.329022 -3.521366
H -2.061012 -1.186620 -1.402571
H -1.257129 -1.887629 -2.751272
H 0.084473 -2.480580 -0.632944
H 2.928179 0.551614 -1.791105
H 2.738960 -0.576352 0.632498
C 3.864686 -2.248153 4.006157
F 3.261482 -3.092045 4.857043
F 3.534284 -1.003192 4.383380
F 5.188623 -2.377479 4.195769
S 3.377517 -2.593381 2.258904
O 1.943697 -2.447955 2.293125
O 3.884329 -3.928057 2.054884
O 4.067586 -1.540451 1.518034

Atoms 1-3, force components in eV/Å:
0.061 -0.007 0.041
-0.005 0.032 -0.023
-0.014 -0.043 -0.039

Record 2
The following is a quantum chemistry calculation of C26H31CeN3P2 as an isolated structure at a distorted geometry, from OMol25.

## Properties
charge: +2
multiplicity: 1
LUMO energy (alpha / beta): -6.6 / -6.6 eV

Cartesian coordinates (Å):
C 4.343873 0.640580 -1.068412
C 3.052592 0.485485 -1.555246
C 2.573530 -0.873091 -1.781486
C 3.053043 -1.858846 -0.827614
C 4.306211 -1.633900 -0.209263
C 4.985938 -0.445131 -0.421030
C 2.298801 -3.028314 -0.637519
C 1.259183 -3.308431 -1.528060
C 0.876278 -2.271421 -2.476209
C -0.474652 -2.379857 -3.011529
C -1.006405 -3.655099 -3.193120
C -0.413377 -4.761120 -2.516760
C 0.640275 -4.579208 -1.643742
H 4.854313 1.607112 -1.112732
H 4.738437 -2.436500 0.385456
H 6.019498 -0.323071 -0.052081
H 2.490238 -3.683564 0.202330
H -1.920068 -3.823175 -3.779172
H -0.825614 -5.770936 -2.679589
H 1.023441 -5.389905 -1.039494
N 1.694837 -1.226970 -2.741097
Ce -0.255667 -0.933643 1.351694
C 2.054962 1.629643 -1.646081
H 1.456891 1.508258 -2.575766
H 2.571429 2.609756 -1.635609
C -1.305774 -1.100661 -3.150328
H -0.704101 -0.338661 -3.683244
H -2.234938 -1.290925 -3.724184
P 0.850604 1.521431 -0.196590
P -1.696585 -0.435358 -1.462023
C -3.194799 -1.449550 -1.094140
H -3.769083 -1.030122 -0.257637
H -3.832317 -1.479755 -1.990974
H -2.880807 -2.461856 -0.830971
C -2.529352 1.084352 -2.058108
H -3.437659 0.843005 -2.628695
H -2.812734 1.723245 -1.212220
H -1.850046 1.647100 -2.709457
C 1.899950 2.186063 1.150849
H 2.241901 3.197151 0.861080
H 1.333145 2.263096 2.091345
H 2.766088 1.536844 1.305254
C -0.116810 3.036077 -0.558359
H -0.914375 3.125870 0.190995
H 0.520587 3.930353 -0.497825
H -0.568389 2.978671 -1.553693
H 0.856467 -2.002058 0.912289
H -0.849960 -2.472786 0.473421
N -3.482858 2.014269 2.672638
C -3.050954 1.108429 1.729579
N -1.862888 0.566049 2.094482
C -1.554393 1.154690 3.329719
C -0.298963 1.082093 4.002750
C -0.132381 2.002527 5.045029
C -1.106546 2.902633 5.438592
C -2.355010 2.964304 4.770854
C -2.506074 2.054692 3.719015
H -4.330040 2.557015 2.639210
H -3.634813 0.913483 0.813991
H 0.420569 0.348976 3.693768
H 0.818282 1.994436 5.574256
H -0.930548 3.574437 6.270185
H -3.162383 3.651787 5.021278

Atoms 1-3, force components in eV/Å:
-1.076 -0.023 0.063
0.640 0.043 -0.427
0.367 -1.328 0.399

Record 3
The following is a quantum chemistry calculation of a 2-piece molecular cluster, C2HCl3NO2 overall at a distorted geometry, from OMol25.

## Properties
charge: -1
multiplicity: 1
LUMO energy: 3.0 eV

Cartesian coordinates (Å):
C -2.293119 -0.136960 -0.162908
C 1.422461 -0.164771 0.411323
N -2.024057 1.031868 0.230667
O -1.514647 -0.200496 0.966147
O -2.635442 -0.821677 -1.077023
Cl 1.414212 -0.803089 -1.301101
Cl 2.015127 1.481530 0.474159
Cl 2.412032 -1.324597 1.422096
H 0.443676 -0.138693 0.786466

Atoms 1-3, force components in eV/Å:
1.270 1.524 -0.807
1.778 -0.858 -1.101
-0.989 3.039 -0.327

Record 4
The following is a quantum chemistry calculation of a 2-piece molecular cluster, C5H10N2O2 overall at a distorted geometry, from OMol25.

## Properties
SMILES: CC(C)=NN=O.CC=O
multiplicity: 1
LUMO energy: 0.5 eV

Cartesian coordinates (Å):
C 2.175523 1.051159 0.983311
C 1.665006 -0.296724 0.295444
C 2.539135 -0.942836 -0.768532
N 0.533363 -0.779629 0.638296
N -0.484038 -1.409423 0.277857
O -0.979555 -2.419070 0.777270
H 1.859338 1.846743 0.300309
H 3.278784 1.135180 1.199576
H 1.540799 1.174688 1.777812
H 3.608955 -0.959744 -0.470657
H 2.546353 -0.135506 -1.552595
H 1.978266 -1.834013 -1.062097
C -3.716279 -0.526874 -0.660690
C -2.517967 0.279502 -0.371920
O -2.302232 1.040282 0.507234
H -3.864344 -0.288711 -1.730653
H -4.660048 -0.118719 -0.142716
H -3.526163 -1.636978 -0.751135
H -1.820705 0.149763 -1.115638

Atoms 1-3, force components in eV/Å:
0.479 -1.604 -2.836
0.839 0.567 0.990
-0.758 2.013 0.119

Record 5
The following is a quantum chemistry calculation of C25H23F9N4SV as an isolated structure at a distorted geometry, from OMol25.

## Properties
<S²>: 2.029
charge: +1
multiplicity: 3
LUMO energy (alpha / beta): -3.5 / -2.8 eV

Cartesian coordinates (Å):
V 0.727114 -0.173166 -0.719373
C 1.830502 -1.857588 -4.423313
C 1.243842 -1.074066 -3.246082
N 2.017560 -1.120982 -1.988883
C 2.375652 -2.511009 -1.665671
C 1.151360 -3.352509 -1.317474
C 3.221444 -0.275617 -2.043101
C 2.799792 1.202427 -2.017285
N 1.473784 1.219516 -1.476607
C 0.700593 2.346912 -1.471085
C -0.663419 2.188603 -1.768346
F -1.035344 0.953517 -2.224500
C -1.580988 3.208687 -1.594307
F -2.871508 2.996360 -1.837450
C -1.156251 4.447544 -1.135872
C 0.188090 4.636727 -0.859412
F 0.599519 5.810476 -0.394060
C 1.114777 3.615565 -1.039409
F 2.405015 3.800542 -0.714577
H 1.338381 -1.533568 -5.336366
H 1.661988 -2.926735 -4.327246
H 2.896926 -1.679332 -4.544466
H 0.239394 -1.463884 -3.028063
H 1.144678 -0.028348 -3.548023
H 3.058305 -2.503382 -0.819573
H 2.909713 -2.969751 -2.502869
H 0.461553 -2.781758 -0.682749
H 1.466052 -4.236820 -0.767841
H 0.618839 -3.685666 -2.205924
H 3.834009 -0.499137 -2.923381
H 3.814290 -0.491646 -1.152532
H 2.803894 1.649234 -3.021580
H 3.499527 1.783622 -1.402789
H -1.865206 5.240227 -0.973428
F -0.001253 1.775717 1.141683
C 1.058101 1.151978 1.739418
C 1.643208 0.113563 1.028059
C 2.677350 -0.523463 1.697903
F 3.280885 -1.565035 1.078387
C 3.094945 -0.191026 2.982056
F 4.062842 -0.889251 3.573606
C 2.477482 0.862191 3.650022
F 2.842626 1.184522 4.886528
C 1.443516 1.550706 3.011535
F 0.827188 2.555265 3.630134
N -0.239487 -1.845233 2.498095
C -1.373918 -1.382322 1.935262
S -1.350904 -0.981684 0.297427
N -2.463583 -1.322642 2.701535
C -3.781901 -0.881137 2.424564
C -4.807255 -1.486168 3.147807
C -6.116609 -1.093446 2.954662
C -6.413605 -0.088135 2.050056
C -5.392945 0.517680 1.337925
C -4.075166 0.131223 1.520726
H 0.585955 -1.940150 1.922290
H -0.189145 -2.147233 3.457236
H -2.379640 -1.735047 3.626277
H -4.576852 -2.268746 3.856158
H -6.904825 -1.578240 3.507128
H -7.437373 0.220571 1.910241
H -5.627628 1.296160 0.630384
H -3.285888 0.624385 0.976531

Atoms 1-3, force components in eV/Å:
-1.923 -1.565 0.639
-0.184 0.005 0.145
-0.102 0.030 -0.842

In order of appearance, molecular weight = 290.88 587.62 177.39 130.15 633.48 Da.